Record 1
One molecule with the formula C6H6N2 in a non-equilibrium geometry. Source: OMol25; level of theory: the ωB97M-V functional and the def2-TZVPD basis.

The geometry in XYZ format:
```
14
C6H6N2, DFT the ωB97M-V functional and the def2-TZVPD basis
C -1.8001 0.4825 -0.2221
C -0.5966 -1.7175 -0.0814
C 0.5195 -2.2570 -0.3059
C -0.6600 -0.2757 0.2330
C 0.7289 0.4261 0.1680
C 1.0220 1.6582 -0.4501
N -2.6604 1.1915 -0.5179
N 0.0626 0.3604 1.3716
H -1.6016 -2.1568 -0.0640
H 1.0563 -3.2204 -0.4591
H 0.1890 1.9954 -0.9657
H 1.9388 1.4106 -1.1065
H 1.6099 2.4190 0.2014
H 0.1915 -0.3163 2.1988
```

Relative energy (zero: lowest compared OMol25 entry of this formula, charge and spin), kcal per mole: 151.6
Energy, eV: -9292.17256
E_LUMO (alpha / beta), eV: -0.24 / -0.40
HOMO energy (alpha / beta), eV: -9.25 / -8.49
Total charge: 0

Results of the Mulliken charge analysis, in e, for atoms 1 through 6:
1. C 0.04
2. C -0.13
3. C -0.65
4. C 0.81
5. C 0.10
6. C -1.15


Record 2
A 2-piece molecular cluster, C11H17NO2 overall in a non-equilibrium geometry. Source: OMol25; level of theory: the ωB97M-V functional and the def2-TZVPD basis.

The geometry in XYZ format:
```
31
C11H17NO2, DFT the ωB97M-V functional and the def2-TZVPD basis
C -2.0020 1.9848 -1.3538
C -2.9663 2.7821 -0.3354
C -2.9160 1.2994 -2.3015
O -3.2848 0.1534 -2.2636
N -3.4281 1.9892 -3.3975
H -1.1437 2.7149 -1.7594
H -1.3020 1.3586 -0.7418
H -3.6052 3.4444 -0.9535
H -3.7320 1.3847 -4.1750
H -3.1712 2.8914 -3.6058
H -2.4862 3.4129 0.3355
H -3.6075 2.0998 0.3029
C -0.1019 -1.1166 -0.3756
C -0.9924 -2.2627 0.3116
C 1.1154 -1.0521 0.4996
C 2.1758 -1.8295 0.1951
C 1.0550 -0.2062 1.5880
C 3.3223 -1.5230 0.9108
C 2.1722 -0.0335 2.4038
C 3.2979 -0.6757 2.0144
O 4.2725 -0.4377 2.9685
H 0.0156 -1.3865 -1.5120
H -0.5525 -0.0829 -0.2111
H -0.8768 -3.1517 -0.3537
H 2.4419 -2.4471 -0.6240
H 0.3062 0.6145 1.5512
H 4.2911 -2.1843 0.8004
H 2.1018 0.4042 3.4116
H 5.2684 -0.6052 2.7089
H -2.0214 -2.0439 0.2205
H -0.7913 -2.2757 1.4069
```

Relative energy (zero: lowest compared OMol25 entry of this formula, charge and spin), kcal per mole: 49.0
Energy, eV: -17264.46729
E_LUMO (alpha / beta), eV: 3.05 / 2.96
2S+1: 2
HOMO energy (alpha / beta), eV: 0.91 / -3.76
Total charge: -1

Results of the Mulliken charge analysis, in e, for atoms 1 through 6:
1. C -0.11
2. C -1.39
3. C 0.46
4. O -0.57
5. N -0.46
6. H 0.29


Record 3
A 2-piece molecular cluster, C3H12N3 overall in a non-equilibrium geometry. Source: OMol25; level of theory: the ωB97M-V functional and the def2-TZVPD basis.

The geometry in XYZ format:
```
18
C3H12N3, DFT the ωB97M-V functional and the def2-TZVPD basis
C 1.1248 1.3630 0.1016
N -0.0534 0.5594 0.5267
C -1.2466 0.5960 -0.3989
N -1.9591 1.8405 -0.4698
H 1.9128 1.2149 0.8324
H 1.4407 1.0175 -0.8789
H 0.8593 2.4149 0.0515
H -0.3648 0.8886 1.4421
H -1.9136 -0.2081 -0.0968
H -0.8454 0.4219 -1.3986
H -2.2936 2.1206 0.4481
H -1.3615 2.5919 -0.7972
C 1.3508 -2.5504 -0.4172
N 0.7586 -2.1097 0.6146
H 1.4799 -3.6118 -0.6105
H 1.6628 -1.8319 -1.1702
H 0.2648 -0.4535 0.6629
H 0.2289 -2.8323 1.1000
```

Relative energy (zero: lowest compared OMol25 entry of this formula, charge and spin), kcal per mole: 37.6
Energy, eV: -7768.99808
E_LUMO, eV: -2.93
HOMO energy, eV: -14.41
Total charge: +1

Results of the Mulliken charge analysis, in e, for atoms 1 through 6:
1. C -0.92
2. N -0.10
3. C -0.47
4. N -0.54
5. H 0.35
6. H 0.36


Record 4
A 2-piece molecular cluster, C5H10O overall in a non-equilibrium geometry. Source: OMol25; level of theory: the ωB97M-V functional and the def2-TZVPD basis.

The geometry in XYZ format:
```
16
C5H10O, DFT the ωB97M-V functional and the def2-TZVPD basis
C -1.0394 -1.4538 0.6387
C -0.0151 -0.3393 0.6023
C 0.8960 -0.2885 -0.6394
C 1.3407 1.1773 -0.6497
O 0.3379 1.9038 0.1055
C -0.6235 1.0395 0.5297
H -0.5616 -2.4305 0.7474
H -1.7207 -1.3095 1.4844
H -1.6312 -1.4546 -0.2833
H 0.6303 -0.4114 1.4949
H 1.7413 -0.9840 -0.6110
H 0.2910 -0.5132 -1.5258
H 1.3913 1.6159 -1.6520
H 2.3086 1.3262 -0.1548
H -1.6958 1.3084 0.4787
H -1.6498 0.8138 -0.5657
```

Relative energy (zero: lowest compared OMol25 entry of this formula, charge and spin), kcal per mole: 82.1
Energy, eV: -7391.20669
E_LUMO, eV: 1.10
HOMO energy, eV: -8.33
Total charge: 0

Results of the Mulliken charge analysis, in e, for atoms 1 through 6:
1. C -1.62
2. C 0.63
3. C -0.71
4. C -0.35
5. O -0.40
6. C -0.47


Record 5
C23H24F4NO as an isolated structure in a non-equilibrium geometry. Source: OMol25; level of theory: the ωB97M-V functional and the def2-TZVPD basis.

The geometry in XYZ format:
```
53
C23H24F4NO, DFT the ωB97M-V functional and the def2-TZVPD basis
F -3.5772 3.1398 -3.2743
C -3.3911 1.8295 -2.8929
C -4.5144 1.0160 -2.7824
C -4.2737 -0.2890 -2.3583
F -5.3454 -1.1463 -2.2451
C -3.0148 -0.7491 -1.9934
C -1.9061 0.1292 -2.0299
C -0.6116 -0.3683 -1.4875
C 0.6345 0.1711 -2.1111
C 1.5639 -0.7029 -2.7237
C 2.8175 -0.2115 -3.0743
F 3.7828 -1.1063 -3.4830
C 3.1740 1.1274 -2.9547
C 2.2033 1.9769 -2.4302
F 2.5041 3.3136 -2.2994
C 0.9561 1.5317 -1.9988
C -2.0978 1.4053 -2.5920
H -5.5112 1.3738 -3.0201
H -2.8774 -1.7815 -1.6704
H -0.6188 -1.4633 -1.5602
H 1.3159 -1.7547 -2.8766
H 4.1549 1.4891 -3.2464
H 0.2461 2.2363 -1.5591
H -1.2635 2.0734 -2.7892
C -2.4383 0.9081 2.6489
C -1.2946 1.2373 3.5992
C -0.0168 0.4216 3.3658
C 0.1674 -0.1521 1.9736
N 1.3333 -0.8858 1.8189
C 2.2151 -1.0836 2.9623
C 3.5165 -1.7795 2.5806
O 3.3004 -2.8743 1.6852
C 2.7584 -2.4238 0.4475
C 1.4414 -1.6694 0.6146
C -0.7244 0.0641 0.9616
C -1.9681 0.8383 1.1820
H -2.8756 -0.0591 2.9276
H -3.2201 1.6708 2.7431
H -1.0457 2.3011 3.5184
H -1.6260 1.0724 4.6293
H 0.8366 1.0772 3.6151
H -0.0048 -0.3965 4.1097
H 2.4822 -0.1145 3.4045
H 1.7265 -1.6899 3.7473
H 4.2036 -1.0266 2.1453
H 3.9678 -2.2571 3.4606
H 3.4787 -1.7682 -0.0856
H 2.5853 -3.3398 -0.1367
H 0.6088 -2.3983 0.5278
H 1.3563 -0.9939 -0.2440
H -0.5065 -0.2160 -0.1364
H -2.7782 0.4220 0.5664
H -1.8295 1.8752 0.8205
```

Relative energy (zero: lowest compared OMol25 entry of this formula, charge and spin), kcal per mole: 20.4
Energy, eV: -38637.47162
E_LUMO, eV: -6.10
HOMO energy, eV: -11.29
Total charge: +1

Results of the Mulliken charge analysis, in e, for atoms 1 through 6:
1. F -0.29
2. C 0.23
3. C -0.71
4. C 0.40
5. F -0.30
6. C -0.63


Record 6
An isolated ion of composition C8H15IN and charge +1. Source: OMol25; level of theory: the ωB97M-V functional and the def2-TZVPD basis.

The geometry in XYZ format:
```
25
C8H15IN, DFT the ωB97M-V functional and the def2-TZVPD basis
C -1.9378 0.0659 3.0421
C -1.8899 0.8124 1.6973
C -0.5075 0.7691 1.0252
C -0.4158 -0.3781 0.0197
C 0.9600 -0.6155 -0.6120
I 2.2118 -1.7188 0.7700
C 0.8646 -1.4191 -1.9337
C 1.1861 -0.4448 -2.9875
N 1.6976 0.6183 -2.5054
C 1.7299 0.6752 -1.0385
H -1.0992 -0.6193 3.1519
H -2.8617 -0.4967 3.1489
H -1.9008 0.7661 3.8733
H -2.6476 0.4121 1.0260
H -2.1464 1.8567 1.8643
H 0.2581 0.6255 1.7876
H -0.3362 1.7192 0.5218
H -1.1727 -0.2505 -0.7583
H -0.6854 -1.2960 0.5436
H 1.6695 -2.1661 -2.0009
H -0.0439 -1.9904 -2.1042
H 1.0573 -0.5989 -4.0499
H 2.0399 1.3850 -3.0692
H 1.2218 1.5869 -0.7436
H 2.7484 0.7018 -0.6684
```

Relative energy (zero: lowest compared OMol25 entry of this formula, charge and spin), kcal per mole: 0.0
Energy, eV: -18123.22093
E_LUMO, eV: -4.52
HOMO energy, eV: -13.16
SMILES: CCCC[C@@]1(I)CC=[NH+]C1
Total charge: +1

Results of the Mulliken charge analysis, in e, for atoms 1 through 6:
1. C -1.18
2. C -0.66
3. C -0.56
4. C -0.94
5. C 0.21
6. I 0.28